{
  "formula": "C4H11Cl4N2O5Sn",
  "method": "the ωB97M-V functional and the def2-TZVPD basis",
  "symbols": ["Sn", "O", "H", "C", "N", "O", "O", "H", "H", "H", "C", "N", "O", "O", "H", "H", "H", "C", "Cl", "Cl", "H", "H", "C", "Cl", "Cl", "H", "H"],
  "xyz": [[3.380, 0.130, 0.700], [0.750, 0.717, 1.047], [0.335, 0.261, 0.287], [1.378, -4.585, 0.757], [1.616, -3.117, 0.555], [2.544, -2.794, -0.187], [1.005, -2.343, 1.249], [0.756, -4.731, 1.629], [2.367, -5.028, 0.801], [0.884, -4.861, -0.175], [-1.351, -0.137, -3.336], [-0.938, -1.166, -2.337], [-0.291, -0.817, -1.362], [-1.129, -2.319, -2.648], [-1.458, -0.585, -4.317], [-0.621, 0.658, -3.456], [-2.279, 0.292, -2.967], [0.857, 3.474, 2.704], [2.326, 3.238, 3.657], [0.314, 5.159, 2.615], [0.981, 3.148, 1.678], [0.085, 2.876, 3.176], [-2.198, 2.421, 0.059], [-3.610, 3.218, 0.782], [-1.990, 2.875, -1.646], [-1.302, 2.657, 0.621], [-2.410, 1.359, 0.114]],
  "atomic_forces_ev_per_a": [[-4.24, 0.11, 0.39], [3.43, -0.47, -0.74], [0.26, 0.03, 0.27], [-0.06, 0.49, -1.19], [0.44, -0.06, 1.54], [0.04, 0.59, -0.07], [0.13, 0.07, -0.41], [0.01, 0.08, 0.01], [-0.09, -0.16, 0.10], [-0.07, -0.44, 0.18], [-0.35, 0.53, -0.23], [1.28, -0.29, -1.30], [-0.35, 0.17, 0.25], [-0.33, 0.07, 0.46], [-0.31, -0.46, 0.26], [0.20, -0.11, 0.68], [-0.06, 0.00, -0.14], [-0.71, 0.11, -0.24], [0.28, -0.04, -0.23], [0.16, -0.16, 0.19], [0.33, -0.19, 0.12], [-0.05, 0.10, 0.03], [-0.55, -0.18, 0.13], [0.32, 0.04, -0.05], [0.11, 0.02, 0.22], [-0.01, 0.17, -0.09], [0.17, -0.03, -0.14]],
  "total_charge": 1,
  "gap_ev": 6.14,
  "e_lumo_ev": -6.8772,
  "total_energy_ha": -2699.23013
}